No. 1
Below is a molecular structure, C41H52CoN6O4S, with properties calculated with ωB97M-V with the def2-TZVPD basis set.

```
! RIJCOSX wB97M-V def2-TZVPD def2/J DEFGRID3
* xyz 0 4
Co -0.215 0.266 -0.034
N -0.755 -0.029 2.468
C -0.759 1.208 3.201
C -1.005 1.217 4.515
C -1.133 2.447 5.283
C -1.116 3.639 4.692
C -1.019 3.798 3.205
C -0.665 2.482 2.381
C 0.407 3.163 0.149
C 0.760 4.433 -0.268
C 0.499 4.835 -1.576
C -0.110 3.958 -2.453
C -0.430 2.669 -2.027
C -0.169 2.220 -0.736
H -1.163 -0.760 3.042
H 0.212 -0.279 2.265
H -1.115 0.271 5.036
H -1.249 2.368 6.357
H -1.208 4.547 5.279
H -0.398 5.292 1.797
H 1.258 5.116 0.410
H 0.782 5.829 -1.900
H -0.318 4.265 -3.471
H -0.899 2.008 -2.751
C 4.279 3.362 2.096
C 3.081 2.925 2.951
C 3.214 1.472 3.420
C 1.694 3.375 2.447
C 1.270 4.533 2.955
C -0.143 4.985 2.813
C -2.351 3.760 2.510
C -2.075 2.701 1.753
C -2.997 1.952 0.836
C -3.611 2.899 -0.195
C -4.101 1.274 1.654
C 0.698 2.594 1.559
N 1.161 1.244 1.212
C 2.285 1.114 0.594
C 2.553 -0.082 -0.104
C 3.758 -0.581 -0.590
C 3.468 -1.844 -1.087
C 2.091 -2.056 -0.899
N 1.518 -0.988 -0.302
C 1.370 -3.314 -1.339
C 2.256 -4.536 -1.059
C 0.059 -3.502 -0.585
C 1.075 -3.238 -2.843
H 5.187 3.319 2.701
H 4.153 4.388 1.748
H 4.455 2.730 1.227
H 3.176 3.508 3.870
H 3.416 0.765 2.618
H 2.313 1.144 3.943
H 4.050 1.411 4.121
H 1.927 5.096 3.609
H -0.352 5.833 3.469
H -3.232 4.376 2.638
H -2.444 1.183 0.303
H -4.226 3.650 0.308
H -4.244 2.350 -0.894
H -2.834 3.416 -0.756
H -4.743 2.028 2.118
H -3.685 0.665 2.460
H -4.724 0.650 1.008
H 3.007 1.924 0.547
H 4.714 -0.080 -0.563
H 4.160 -2.532 -1.542
H 2.499 -4.604 0.002
H 3.191 -4.494 -1.615
H 1.734 -5.449 -1.354
H 0.226 -3.494 0.494
H -0.393 -4.458 -0.858
H -0.638 -2.709 -0.839
H 1.999 -3.141 -3.414
H 0.450 -2.371 -3.071
H 0.553 -4.137 -3.181
C -7.655 0.658 -0.350
C -7.670 -0.048 -1.695
S -6.076 -0.676 -2.178
O -6.184 -1.219 -3.506
O -5.078 0.324 -1.891
C -5.775 -2.054 -1.069
C -4.610 -2.900 -1.577
N -3.374 -2.129 -1.693
C -2.720 -1.553 -0.659
N -1.778 -0.729 -1.090
C -1.815 -0.758 -2.453
C -2.788 -1.622 -2.838
N -3.065 -2.049 -4.181
O -2.653 -1.331 -5.065
O -3.633 -3.115 -4.343
C -2.980 -1.862 0.769
H -8.608 1.162 -0.191
H -6.860 1.401 -0.316
H -7.508 -0.043 0.472
H -7.930 0.621 -2.517
H -8.355 -0.895 -1.729
H -6.675 -2.668 -1.039
H -5.587 -1.630 -0.082
H -4.832 -3.301 -2.560
H -4.438 -3.736 -0.900
H -1.134 -0.205 -3.074
H -2.061 -2.240 1.216
H -3.754 -2.616 0.890
H -3.264 -0.959 1.306
*
```

HOMO level (spin up / spin down): -6.94 / -7.12 eV
Gap between HOMO and LUMO (spin up / spin down): 6.437 / 6.626 eV
LUMO (spin up / spin down): -0.499 / -0.498 eV
Expectation value of S²: 3.76

Here are the Mulliken charges for atoms 1 to 4, given in e:
1. Co 0.0067
2. N 0.0838
3. C -1.5613
4. C -0.4423

---

No. 2
Below is 2 unconnected molecules or ions with the total composition C6H9I in a non-equilibrium geometry, with properties calculated with ωB97M-V with the def2-TZVPD basis set.

```
! RIJCOSX wB97M-V def2-TZVPD def2/J DEFGRID3
* xyz 0 1
C -0.322 -2.963 0.051
C -1.515 -2.128 -0.118
C -2.290 -1.228 -0.349
I -3.415 0.415 -0.417
H -0.425 -3.903 -0.478
H -0.319 -3.314 1.102
H 0.594 -2.382 -0.135
C 1.363 0.510 0.313
C 0.702 1.382 -0.432
C 0.478 2.835 0.050
H 1.549 -0.447 -0.144
H 1.810 0.687 1.382
H 0.401 1.066 -1.433
H 1.047 3.015 1.018
H -0.593 2.886 0.188
H 0.936 3.568 -0.597
*
```

HOMO level: -9.10 eV
SMILES: CC#CI.C=CC
Gap between HOMO and LUMO: 9.570 eV
LUMO: 0.469 eV
Energy above the lowest of the compared OMol25 structures with the same formula, charge and spin: 175.0 kJ/mol

Here are the Mulliken charges for atoms 1 to 4, given in e:
1. C -0.8872
2. C 0.3102
3. C -0.3383
4. I 0.2108

---

No. 3
Below is a molecular structure, C13H9BBrCl4F4NO5STl, with properties calculated with ωB97M-V with the def2-TZVPD basis set.

```
! RIJCOSX wB97M-V def2-TZVPD def2/J DEFGRID3
* xyz -1 1
Tl -1.120 2.162 1.513
C 4.048 -0.906 0.791
C 3.051 -0.546 1.853
C 2.891 -1.295 3.010
C 1.915 -0.957 3.930
C 1.125 0.145 3.646
Br -0.156 0.708 4.921
N 1.231 0.859 2.544
C 2.178 0.516 1.669
H 4.895 -1.452 1.208
H 4.428 -0.015 0.292
H 3.574 -1.532 0.032
H 3.527 -2.154 3.192
H 1.763 -1.521 4.838
H 2.199 1.101 0.756
Cl 0.583 -2.286 -3.645
C 0.469 -0.687 -3.050
C 0.377 0.413 -3.805
Cl 0.279 0.529 -5.511
C 0.209 1.592 -2.898
Cl 1.439 2.842 -3.151
C -1.181 2.189 -3.020
O -1.482 3.325 -3.132
C 0.324 0.985 -1.451
O 0.310 1.724 -0.433
C 0.435 -0.370 -1.632
Cl 0.519 -1.550 -0.388
C -3.106 -0.524 -1.283
S -3.235 1.144 -1.780
O -2.724 2.022 -0.766
O -4.518 1.390 -2.350
O -2.135 1.154 -2.972
H -3.826 -0.661 -0.475
H -2.109 -0.721 -0.898
H -3.343 -1.148 -2.141
F -3.808 -0.668 1.910
B -2.585 -1.322 2.128
F -2.400 -2.324 1.173
F -2.497 -1.827 3.421
F -1.542 -0.334 1.956
*
```

HOMO level: -4.92 eV
Gap between HOMO and LUMO: 7.289 eV
LUMO: 2.369 eV
Energy above the lowest of the compared OMol25 structures with the same formula, charge and spin: 0.0 kJ/mol

Here are the Mulliken charges for atoms 1 to 4, given in e:
1. Tl 1.0425
2. C -1.3792
3. C 0.8797
4. C -0.4281

---

No. 4
Below is C9H12N2O2 in the gas phase, with properties calculated with ωB97M-V with the def2-TZVPD basis set.

```
! RIJCOSX wB97M-V def2-TZVPD def2/J DEFGRID3
* xyz 0 1
C 1.324 -2.970 0.501
C 0.226 -2.452 -0.040
C 0.060 -1.039 -0.348
C 1.137 -0.101 0.049
C 2.267 0.106 -0.614
C 3.315 1.059 -0.154
N 2.849 2.149 0.503
O 4.499 0.856 -0.323
N -1.021 -0.659 -0.904
C -1.205 0.721 -1.269
C -1.895 1.539 -0.175
C -3.094 0.881 0.445
O -1.493 2.628 0.150
H 1.404 -4.022 0.710
H 2.178 -2.360 0.747
H -0.622 -3.071 -0.298
H 0.911 0.467 0.945
H 2.516 -0.472 -1.491
H 1.871 2.382 0.534
H 3.513 2.826 0.840
H -1.886 0.727 -2.128
H -0.268 1.220 -1.548
H -3.863 1.624 0.654
H -2.777 0.454 1.395
H -3.478 0.087 -0.186
*
```

HOMO level: -9.46 eV
SMILES: C=CC(/C=C/C(N)=O)=N/CC(C)=O
Gap between HOMO and LUMO: 9.727 eV
LUMO: 0.266 eV
Energy above the lowest of the compared OMol25 structures with the same formula, charge and spin: 63.5 kJ/mol

Here are the Mulliken charges for atoms 1 to 4, given in e:
1. C -0.8114
2. C -0.3148
3. C 0.7204
4. C -0.8889

---

No. 5
Below is a molecular structure, C8H29BNO8Pd in a non-equilibrium geometry, with properties calculated with ωB97M-V with the def2-TZVPD basis set.

```
! RIJCOSX wB97M-V def2-TZVPD def2/J DEFGRID3
* xyz -2 4
Pd 0.181 0.728 -1.419
B 1.567 -1.512 -4.353
H 0.939 -0.924 -5.003
H 1.171 -2.504 -4.198
H 2.543 -1.618 -4.800
H 1.570 -1.035 -3.385
O 0.339 -3.891 -0.571
C -0.984 -3.425 -0.513
C -1.400 -2.360 -1.563
O -0.440 -1.411 -1.973
H -1.137 -3.080 0.509
H -1.760 -4.190 -0.546
H -2.306 -1.863 -1.218
H -1.646 -2.981 -2.425
O 2.466 -2.310 1.783
C 2.578 -0.870 1.724
C 2.889 -0.140 0.315
O 2.152 -0.397 -0.861
H 3.357 -0.603 2.437
H 1.688 -0.442 2.186
H 3.958 -0.053 0.120
H 2.576 0.881 0.530
C -2.943 0.279 1.212
C -1.696 1.121 1.680
C -1.445 1.070 3.119
O -0.298 1.787 3.426
C 0.350 1.328 4.581
N -0.546 0.545 0.944
H -3.166 0.360 0.148
H -3.769 0.742 1.753
H -3.043 -0.761 1.521
H -1.482 2.126 1.316
H -1.371 0.012 3.372
H -2.239 1.577 3.667
H 0.978 0.495 4.265
H -0.411 1.098 5.328
H 0.911 2.184 4.955
H 0.278 0.809 1.465
H -0.662 -0.418 1.225
O 0.681 1.347 -3.467
H 1.039 1.988 -4.082
H 0.826 0.501 -3.891
O -1.568 2.026 -1.838
H -1.602 2.983 -1.854
H -2.308 1.751 -2.378
O 0.893 2.668 -1.046
H 1.444 3.118 -0.406
H 0.850 3.269 -1.790
*
```

HOMO level (spin up / spin down): 0.61 / 0.66 eV
Gap between HOMO and LUMO (spin up / spin down): 3.180 / 3.124 eV
LUMO (spin up / spin down): 3.790 / 3.785 eV
Expectation value of S²: 3.77

Here are the Mulliken charges for atoms 1 to 4, given in e:
1. Pd 0.3860
2. B 0.8100
3. H -0.3630
4. H -0.3067

---

No. 6
Below is a molecular structure, C24H18Cl2IN5O2S4SbW in a non-equilibrium geometry, with properties calculated with ωB97M-V with the def2-TZVPD basis set.

```
! RIJCOSX wB97M-V def2-TZVPD def2/J DEFGRID3
* xyz -1 3
W 0.381 0.117 -0.914
C -0.242 -2.654 4.121
C 0.133 -1.334 4.350
C 0.622 -0.548 3.316
C 0.761 -1.063 2.022
C 0.374 -2.385 1.803
C -0.120 -3.169 2.837
N 1.223 -0.234 0.974
C 2.223 0.683 1.281
C 3.258 0.525 2.206
C 4.161 1.553 2.404
C 4.050 2.753 1.694
C 3.037 2.922 0.768
C 2.149 1.876 0.553
N 1.063 1.876 -0.317
N 0.531 3.081 -0.655
C -0.653 2.878 -1.163
C -1.469 3.971 -1.610
C -2.690 3.725 -2.131
C -3.152 2.377 -2.235
C -2.358 1.377 -1.790
N -1.124 1.582 -1.231
H -0.608 -3.272 4.931
H 0.042 -0.907 5.342
H 0.894 0.484 3.506
H 0.489 -2.819 0.820
H -0.386 -4.200 2.633
H 3.348 -0.399 2.763
H 4.965 1.421 3.119
H 4.766 3.549 1.862
H 2.922 3.835 0.200
H -1.058 4.966 -1.509
H -3.318 4.542 -2.469
H -4.110 2.142 -2.677
H -2.676 0.348 -1.876
S 4.705 -3.888 -1.549
Sb 3.474 -2.806 0.078
S 2.511 -0.328 -1.941
S 1.495 -2.082 -1.522
S 2.791 -4.975 0.637
Cl 0.433 -1.241 -5.745
C -0.446 0.164 -5.113
Cl -2.204 -0.021 -5.351
C -0.100 0.363 -3.641
O 0.537 1.351 -3.310
O -0.494 -0.546 -2.812
H -0.129 1.030 -5.674
I -3.793 -4.159 -1.290
C -3.042 -2.468 -0.335
C -3.769 -1.834 0.651
C -3.202 -0.723 1.243
C -1.959 -0.292 0.832
N -1.274 -0.891 -0.150
C -1.805 -1.977 -0.715
H -4.741 -2.201 0.954
H -3.714 -0.188 2.031
H -1.478 0.555 1.292
H -1.222 -2.442 -1.495
*
```

HOMO level (spin up / spin down): -4.46 / -4.77 eV
Gap between HOMO and LUMO (spin up / spin down): 6.105 / 6.114 eV
LUMO (spin up / spin down): 1.642 / 1.347 eV
Expectation value of S²: 2.03
Energy above the lowest of the compared OMol25 structures with the same formula, charge and spin: 148.2 kJ/mol

Here are the Mulliken charges for atoms 1 to 4, given in e:
1. W 0.5214
2. C -0.5623
3. C -0.7721
4. C -0.1047

---

No. 7
Below is a molecular structure, C35H29InN10O4S, with properties calculated with ωB97M-V with the def2-TZVPD basis set.

```
! RIJCOSX wB97M-V def2-TZVPD def2/J DEFGRID3
* xyz 0 1
In 0.875 -0.370 0.213
C 0.036 3.327 2.962
C 0.284 2.369 1.841
N 0.833 1.225 1.984
N 1.252 0.847 3.230
C 2.240 -0.018 3.188
N 2.647 -0.489 4.403
S 3.058 -0.606 1.786
C -0.061 2.758 0.449
C -0.925 3.805 0.166
C -1.149 4.142 -1.162
C -0.488 3.444 -2.157
C 0.347 2.401 -1.782
N 0.546 2.062 -0.517
H 0.665 3.072 3.810
H 0.232 4.353 2.651
H -1.009 3.269 3.281
H 2.370 0.045 5.211
H 3.537 -0.954 4.434
H -1.424 4.337 0.963
H -1.832 4.944 -1.412
H -0.622 3.687 -3.202
H 0.871 1.801 -2.516
C -1.571 -3.989 -1.597
C -0.954 -4.142 -2.830
C 0.207 -3.441 -3.098
C 0.735 -2.594 -2.125
N 0.143 -2.473 -0.935
C -0.979 -3.140 -0.680
C 1.919 -1.725 -2.367
C 2.787 -1.981 -3.429
C 3.845 -1.124 -3.690
C 4.046 -0.013 -2.882
C 3.198 0.220 -1.806
C 2.123 -0.621 -1.534
H -2.490 -4.503 -1.353
H -1.383 -4.792 -3.582
H 0.683 -3.526 -4.064
H -1.418 -2.968 0.295
H 2.656 -2.858 -4.051
H 4.516 -1.329 -4.514
H 4.872 0.658 -3.081
H 3.384 1.073 -1.162
C -0.337 -0.285 -4.793
C -1.326 -0.082 -3.699
N -1.061 -0.119 -2.414
C -2.249 0.110 -1.771
C -3.253 0.290 -2.692
N -2.641 0.165 -3.909
C -4.713 0.572 -2.678
O -5.291 0.684 -1.507
O -5.296 0.689 -3.735
C -2.339 0.167 -0.285
O -3.454 0.343 0.237
O -1.272 0.038 0.386
H 0.668 -0.224 -4.379
H -0.449 0.465 -5.576
H -0.456 -1.270 -5.248
H -3.147 0.250 -4.777
H -4.612 0.552 -0.760
N -3.585 -0.678 9.899
C -3.100 -0.926 8.888
C -2.489 -1.237 7.623
C -2.491 -2.549 7.157
C -1.907 -2.847 5.939
C -1.312 -1.834 5.201
C -1.292 -0.524 5.665
C -1.893 -0.225 6.873
N -0.697 -2.127 3.961
C 0.189 -3.159 3.691
C 0.662 -2.923 2.444
N 0.076 -1.782 1.940
C -0.729 -1.333 2.868
H -2.960 -3.326 7.744
H -1.926 -3.858 5.554
H -0.781 0.238 5.087
H -1.888 0.789 7.250
H 0.421 -3.914 4.420
H 1.399 -3.472 1.882
H -1.354 -0.461 2.773
*
```

HOMO level: -8.00 eV
Gap between HOMO and LUMO: 7.900 eV
LUMO: -0.095 eV
Energy above the lowest of the compared OMol25 structures with the same formula, charge and spin: 0.0 kJ/mol

Here are the Mulliken charges for atoms 1 to 4, given in e:
1. In 1.6250
2. C -1.9137
3. C 0.4480
4. N 0.9035

---

No. 8
Below is a gas-phase ion, C4H10NOS2 (charge -1) in a non-equilibrium geometry, with properties calculated with ωB97M-V with the def2-TZVPD basis set.

```
! RIJCOSX wB97M-V def2-TZVPD def2/J DEFGRID3
* xyz -1 1
C 0.713 0.787 1.254
C -0.126 0.241 0.196
C 0.975 -0.288 -1.194
S 2.488 -1.188 -0.580
C -0.926 -1.063 0.448
S -2.354 -1.247 -0.806
N -1.042 1.236 -0.277
O -0.905 2.561 -0.033
H 0.389 1.794 1.489
H 1.704 0.969 0.783
H 0.835 0.156 2.155
H 1.236 0.515 -1.809
H 0.603 -1.044 -1.847
H 1.758 -1.780 0.332
H -0.409 -2.066 0.412
H -1.405 -1.105 1.411
H -2.468 0.368 -0.646
H -1.066 1.154 -1.289
*
```

HOMO level: -2.31 eV
SMILES: CC(CS)(CS)N[O-]
Gap between HOMO and LUMO: 5.405 eV
LUMO: 3.098 eV
Energy above the lowest of the compared OMol25 structures with the same formula, charge and spin: 319.7 kJ/mol

Here are the Mulliken charges for atoms 1 to 4, given in e:
1. C -1.5004
2. C 1.1978
3. C -1.0637
4. S -0.2303